Record 1
Below is a structure of composition C30H23CaN4O6 at a distorted geometry, with properties calculated with ωB97M-V with the def2-TZVPD basis set.

Cartesian coordinates (Å):
Ca (0.257, 0.353, -0.897)
C (-1.341, -2.591, -0.979)
O (-0.099, -1.898, -0.673)
C (0.898, -2.685, -1.227)
N (0.547, -3.700, -1.878)
C (-0.920, -3.655, -2.022)
C (-1.226, -3.261, -3.461)
C (-1.003, -1.963, -3.911)
C (-1.291, -1.614, -5.220)
C (-1.789, -2.564, -6.099)
C (-1.992, -3.864, -5.664)
C (-1.713, -4.210, -4.349)
C (2.245, -2.081, -1.233)
C (3.469, -2.737, -1.220)
C (4.609, -1.981, -1.445)
C (4.513, -0.614, -1.692)
C (3.249, -0.051, -1.669)
N (2.158, -0.775, -1.437)
C (2.914, 1.364, -1.908)
N (1.691, 1.733, -1.939)
C (1.668, 3.189, -2.142)
C (3.172, 3.537, -2.322)
O (3.857, 2.279, -2.097)
C (1.037, 3.926, -0.977)
C (1.368, 3.598, 0.336)
C (0.799, 4.293, 1.394)
C (-0.115, 5.307, 1.149)
C (-0.429, 5.652, -0.157)
C (0.149, 4.969, -1.214)
H (-2.072, -1.880, -1.358)
H (-1.701, -3.045, -0.056)
H (-1.349, -4.633, -1.819)
H (-0.622, -1.197, -3.251)
H (-1.140, -0.595, -5.552)
H (-2.021, -2.296, -7.121)
H (-2.378, -4.612, -6.343)
H (-1.877, -5.226, -4.011)
H (3.524, -3.803, -1.048)
H (5.581, -2.455, -1.446)
H (5.381, -0.008, -1.910)
H (1.089, 3.393, -3.043)
H (3.524, 4.252, -1.581)
H (3.415, 3.885, -3.323)
H (2.107, 2.828, 0.541)
H (1.075, 4.055, 2.414)
H (-0.586, 5.827, 1.974)
H (-1.120, 6.460, -0.356)
H (-0.105, 5.239, -2.232)
O (0.632, -0.368, 3.572)
C (0.456, 0.005, 2.316)
O (1.238, -0.254, 1.416)
C (-0.787, 0.792, 2.080)
C (-1.624, 1.287, 3.062)
C (-2.712, 2.058, 2.653)
C (-2.903, 2.321, 1.307)
C (-2.021, 1.757, 0.390)
N (-1.006, 1.001, 0.783)
C (-2.069, 1.960, -1.138)
O (-2.680, 2.915, -1.576)
O (-1.398, 1.067, -1.767)
H (1.459, -0.861, 3.670)
H (-1.431, 1.090, 4.107)
H (-3.400, 2.449, 3.391)
H (-3.714, 2.936, 0.942)

Cartesian forces (eV/Å) of the 2 atoms listed first:
1.4 -1.0 0.6
-0.2 -0.5 0.0

**E_HOMO**: -11.54 eV
**Energy**: -68166.6291 eV
**Net charge**: +1
**Orbital gap**: 0.3035 Ha

Record 2
Below is an isolated molecule of C5H8N2 at a distorted geometry, with properties calculated with ωB97M-V with the def2-TZVPD basis set.

Cartesian coordinates (Å):
C (-2.605, -0.691, -0.734)
C (-1.177, -0.652, -0.109)
C (0.079, -1.192, -0.235)
N (1.160, -0.026, 0.338)
C (2.546, 0.701, 0.283)
C (0.217, 0.792, 0.800)
N (-1.033, 0.469, 0.674)
H (-3.360, -0.543, 0.052)
H (-2.707, 0.199, -1.385)
H (-2.895, -1.555, -1.339)
H (0.599, -2.107, -0.376)
H (2.931, 0.854, -0.732)
H (2.433, 1.729, 0.693)
H (3.356, 0.257, 0.880)
H (0.457, 1.764, 1.192)

Cartesian forces (eV/Å) of the 2 atoms listed first:
0.5 -0.4 0.2
0.9 0.4 0.5

**E_HOMO**: -8.58 eV
**Energy**: -8292.1908 eV
**Energy relative to the best compared isomer or geometry (same formula, charge and spin)**: 64.70 kcal per mole
**Orbital gap**: 0.3454 Ha

Record 3
Below is a cluster of 4 separate species, H8O4 in total, with properties calculated with ωB97M-V with the def2-TZVPD basis set.

Cartesian coordinates (Å):
O (23.308, -18.726, 18.007)
H (22.352, -18.701, 17.977)
H (23.541, -18.145, 18.731)
O (20.893, -21.313, 20.061)
H (21.318, -21.654, 19.274)
H (21.614, -21.000, 20.607)
O (17.933, -18.088, 17.680)
H (17.891, -17.794, 16.770)
H (17.560, -17.364, 18.183)
O (20.556, -18.791, 18.371)
H (20.200, -19.626, 18.676)
H (19.785, -18.249, 18.202)

Cartesian forces (eV/Å) of the 2 atoms listed first:
0.8 -0.1 -0.1
-0.7 0.0 0.1

**E_HOMO**: -10.63 eV
**Energy**: -8320.0312 eV
**Energy relative to the best compared isomer or geometry (same formula, charge and spin)**: 14.87 kcal per mole
**Orbital gap**: 0.4091 Ha

Record 4
Below is a structure of composition C9H4NO9SZr, with properties calculated with ωB97M-V with the def2-TZVPD basis set.

Cartesian coordinates (Å):
Zr (0.602, -1.595, 0.278)
O (1.327, 0.547, 0.751)
C (1.088, 0.672, -0.481)
O (1.441, -0.298, -1.244)
C (0.071, 1.639, -0.964)
C (0.264, 3.005, -1.086)
C (-0.790, 3.824, -1.457)
C (-2.043, 3.263, -1.669)
C (-2.250, 1.906, -1.489)
C (-1.202, 1.061, -1.114)
S (-1.569, -0.632, -0.755)
H (1.244, 3.430, -0.907)
H (-0.639, 4.889, -1.570)
H (-2.879, 3.890, -1.955)
H (-3.238, 1.483, -1.610)
O (2.472, -2.567, 3.782)
C (1.725, -2.188, 2.925)
O (1.899, -2.373, 1.621)
C (0.404, -1.396, 3.203)
O (0.137, -0.979, 4.298)
O (-0.290, -1.238, 2.104)
O (1.383, -3.244, -1.067)
N (0.559, -4.142, -0.682)
O (0.605, -5.277, -1.034)
O (-0.321, -3.679, 0.122)

Cartesian forces (eV/Å) of the 2 atoms listed first:
0.0 -0.1 0.2
-0.2 0.1 -0.3

**E_HOMO**: -5.43 eV
**Energy**: -41436.7643 eV
**Energy relative to the best compared isomer or geometry (same formula, charge and spin)**: 0.00 kcal per mole
**Net charge**: -1
**Orbital gap**: 0.2921 Ha

Record 5
Below is an isolated molecule of C5H3ClOS at a distorted geometry, with properties calculated with ωB97M-V with the def2-TZVPD basis set.

Cartesian coordinates (Å):
C (-3.044, 0.481, -0.094)
C (-2.013, -0.148, -0.092)
C (-0.686, -0.725, -0.132)
Cl (-0.788, -2.464, 0.108)
C (0.393, 0.138, -0.140)
C (1.822, -0.167, -0.002)
O (2.301, 1.060, 0.210)
S (2.577, -1.594, -0.110)
H (-3.929, 1.089, 0.341)
H (0.022, 1.214, -0.152)
H (3.346, 1.116, 0.062)

Cartesian forces (eV/Å) of the 2 atoms listed first:
-1.5 1.1 1.8
0.3 0.5 -0.5

**E_HOMO**: -9.13 eV
**Energy**: -30635.1893 eV
**Energy relative to the best compared isomer or geometry (same formula, charge and spin)**: 59.03 kcal per mole
**Orbital gap**: 0.3000 Ha

Record 6
Below is a structure of composition C25H24MoN3O3S4 at a distorted geometry, with properties calculated with ωB97M-V with the def2-TZVPD basis set.

Cartesian coordinates (Å):
Mo (-2.012, -1.149, -0.006)
S (0.337, -1.002, 0.037)
C (0.765, 0.674, -0.067)
N (2.037, 1.051, -0.209)
C (2.320, 2.457, -0.430)
C (1.389, 3.312, 0.419)
N (0.005, 2.949, 0.147)
C (-0.940, 4.027, -0.001)
C (-0.505, 4.865, -1.190)
C (-0.540, 4.309, -2.468)
C (-0.213, 5.086, -3.567)
C (0.188, 6.404, -3.387)
C (0.251, 6.950, -2.110)
C (-0.067, 6.173, -1.007)
C (-0.277, 1.670, -0.032)
S (-1.943, 1.155, -0.183)
C (3.177, 0.182, -0.075)
C (3.933, 0.571, 1.184)
C (5.249, 1.017, 1.114)
C (5.946, 1.283, 2.284)
C (5.314, 1.171, 3.516)
C (3.992, 0.751, 3.585)
C (3.296, 0.471, 2.421)
H (2.193, 2.692, -1.495)
H (3.359, 2.658, -0.160)
H (1.542, 4.369, 0.192)
H (1.591, 3.159, 1.486)
H (-0.928, 4.649, 0.897)
H (-1.945, 3.627, -0.151)
H (-0.854, 3.283, -2.605)
H (-0.272, 4.665, -4.560)
H (0.473, 7.000, -4.240)
H (0.533, 7.983, -1.969)
H (-0.021, 6.603, -0.017)
H (3.825, 0.316, -0.945)
H (2.847, -0.856, -0.033)
H (5.749, 1.111, 0.162)
H (6.986, 1.567, 2.228)
H (5.847, 1.425, 4.420)
H (3.505, 0.643, 4.542)
H (2.265, 0.144, 2.474)
O (-4.244, -0.664, -0.095)
H (-4.770, -0.029, 0.426)
H (-4.876, -1.186, -0.623)
O (-0.615, -7.798, -1.228)
S (-1.112, -7.327, 0.008)
O (-0.625, -7.784, 1.253)
N (-0.988, -5.592, 0.006)
C (-2.144, -5.105, 0.010)
S (-2.255, -3.322, 0.049)
C (-3.323, -5.936, 0.001)
C (-4.668, -5.588, -0.006)
C (-5.606, -6.607, -0.007)
C (-5.216, -7.940, 0.001)
C (-3.861, -8.296, 0.005)
C (-2.945, -7.281, 0.003)
H (-4.963, -4.547, -0.008)
H (-6.659, -6.363, -0.014)
H (-5.964, -8.717, 0.005)
H (-3.562, -9.334, 0.011)

Cartesian forces (eV/Å) of the 2 atoms listed first:
-0.6 -1.5 0.0
-0.7 -0.5 0.1

**E_HOMO (spin up / spin down)**: -16.71 / -16.71 eV
**Energy**: -82093.1207 eV
**Net charge**: +3
**Orbital gap (spin up / spin down)**: 0.1684 / 0.1685 Ha

Record 7
Below is a structure of composition C45H51AsN6O8SSr at a distorted geometry, with properties calculated with ωB97M-V with the def2-TZVPD basis set.

Cartesian coordinates (Å):
Sr (0.318, -0.192, 1.167)
C (5.792, 0.432, 1.015)
O (4.668, 1.131, 0.525)
C (4.015, 1.949, 1.417)
C (4.674, 2.766, 2.305)
C (3.956, 3.569, 3.204)
C (2.579, 3.525, 3.174)
C (1.874, 2.709, 2.279)
C (0.398, 2.750, 2.376)
N (-0.412, 2.095, 1.640)
N (-1.767, 2.312, 1.872)
C (-2.501, 1.283, 1.490)
O (-2.143, 0.147, 1.065)
C (-3.981, 1.549, 1.604)
C (-4.505, 2.505, 2.469)
C (-5.876, 2.706, 2.544)
C (-6.740, 1.966, 1.742)
C (-6.220, 1.024, 0.865)
C (-4.848, 0.815, 0.805)
C (2.586, 1.869, 1.361)
O (2.017, 1.075, 0.539)
H (5.900, -0.463, 0.405)
H (5.639, 0.129, 2.054)
H (6.708, 1.031, 0.945)
H (5.759, 2.776, 2.313)
H (4.478, 4.200, 3.911)
H (2.004, 4.130, 3.869)
H (-0.012, 3.406, 3.152)
H (-3.815, 3.078, 3.073)
H (-6.275, 3.441, 3.233)
H (-7.810, 2.128, 1.799)
H (-6.883, 0.444, 0.234)
H (-4.415, 0.081, 0.138)
C (2.830, 0.254, -4.197)
O (2.274, -0.802, -4.993)
C (1.233, -0.505, -5.818)
C (1.358, -0.943, -7.134)
C (0.366, -0.718, -8.073)
C (-0.780, -0.032, -7.694)
C (-0.928, 0.374, -6.380)
C (0.047, 0.132, -5.408)
N (-0.179, 0.603, -4.110)
C (-0.172, -0.117, -2.891)
N (0.293, -1.378, -2.994)
C (0.455, -2.415, -2.010)
C (0.284, -2.240, -0.641)
C (0.541, -3.408, 0.111)
C (0.919, -4.627, -0.433)
C (1.077, -4.745, -1.812)
C (0.845, -3.628, -2.593)
O (0.968, -3.643, -3.986)
C (1.905, -4.543, -4.522)
N (-0.622, 0.448, -1.837)
C (-0.967, 1.799, -1.911)
C (-2.289, 2.188, -1.698)
C (-2.672, 3.523, -1.689)
C (-1.730, 4.508, -1.913)
C (-0.406, 4.151, -2.155)
C (-0.022, 2.819, -2.160)
O (1.253, 2.436, -2.428)
C (2.282, 3.323, -2.014)
H (3.502, -0.230, -3.493)
H (2.079, 0.813, -3.644)
H (3.394, 0.933, -4.844)
H (2.278, -1.448, -7.397)
H (0.493, -1.064, -9.090)
H (-1.568, 0.166, -8.409)
H (-1.833, 0.882, -6.066)
H (-0.813, 1.389, -4.053)
H (0.596, -1.666, -3.908)
H (0.449, -3.371, 1.193)
H (1.114, -5.482, 0.207)
H (1.375, -5.685, -2.262)
H (2.097, -4.229, -5.549)
H (1.527, -5.572, -4.533)
H (2.839, -4.522, -3.952)
H (-3.005, 1.400, -1.487)
H (-3.701, 3.783, -1.470)
H (-2.010, 5.554, -1.895)
H (0.338, 4.917, -2.334)
H (3.185, 2.728, -1.901)
H (2.041, 3.775, -1.057)
H (2.444, 4.112, -2.762)
N (3.461, -2.619, 2.373)
C (2.498, -2.102, 2.764)
O (-0.947, -3.861, 3.214)
S (-2.413, -3.707, 2.984)
C (-2.826, -3.066, 1.342)
C (-4.268, -2.609, 1.549)
C (-4.356, -1.959, 2.962)
C (-3.000, -2.138, 3.649)
H (-2.687, -3.842, 0.594)
H (-2.211, -2.198, 1.110)
H (-4.953, -3.458, 1.486)
H (-4.549, -1.909, 0.768)
H (-5.137, -2.455, 3.543)
H (-4.613, -0.902, 2.903)
H (-3.060, -2.191, 4.735)
H (-2.254, -1.394, 3.355)
C (2.959, 0.036, 4.475)
As (1.300, -0.975, 4.382)
C (0.600, -0.001, 5.989)
C (1.266, -2.682, 5.283)
O (0.044, -0.564, 3.338)
H (3.652, -0.576, 5.056)
H (2.781, 0.990, 4.966)
H (3.376, 0.183, 3.480)
H (1.275, -0.123, 6.842)
H (-0.393, -0.370, 6.253)
H (0.519, 1.059, 5.745)
H (2.170, -2.741, 5.892)
H (1.241, -3.488, 4.557)
H (0.379, -2.702, 5.914)

Cartesian forces (eV/Å) of the 2 atoms listed first:
-0.9 -2.1 -2.4
-0.1 0.1 0.0

**E_HOMO**: -1.64 eV
**Energy**: -145322.5211 eV
**Energy relative to the best compared isomer or geometry (same formula, charge and spin)**: 58.43 kcal per mole
**Net charge**: -2
**Orbital gap**: 0.2106 Ha

Record 8
Below is a cluster of 7 separate species, C9H31N6O7 in total at a distorted geometry, with properties calculated with ωB97M-V with the def2-TZVPD basis set.

Cartesian coordinates (Å):
O (0.504, 23.064, 31.369)
H (1.192, 23.573, 31.842)
C (1.234, 26.456, 29.566)
O (2.166, 25.898, 29.101)
N (0.477, 26.057, 30.486)
N (0.868, 27.657, 29.160)
H (-0.377, 26.520, 30.762)
H (0.756, 25.186, 30.914)
H (0.115, 28.030, 29.722)
H (1.474, 28.165, 28.533)
C (-2.992, 25.474, 31.402)
O (-3.707, 26.414, 31.700)
N (-2.014, 25.011, 32.094)
N (-3.225, 24.851, 30.347)
H (-1.535, 24.185, 31.764)
H (-1.776, 25.388, 33.001)
H (-3.832, 25.373, 29.732)
H (-2.765, 24.000, 30.058)
C (2.386, 23.705, 36.408)
O (3.007, 24.094, 37.383)
N (1.182, 23.347, 36.497)
N (2.849, 23.571, 35.197)
H (0.786, 23.328, 37.426)
H (0.695, 23.083, 35.652)
H (2.261, 23.352, 34.406)
H (3.761, 23.992, 35.087)
C (-2.668, 21.133, 28.373)
C (-1.476, 21.281, 29.451)
O (-1.433, 22.644, 29.761)
H (-2.412, 21.788, 27.540)
H (-3.686, 21.326, 28.709)
H (-2.661, 20.122, 27.966)
H (-0.520, 20.855, 29.148)
H (-1.766, 20.749, 30.357)
H (-0.676, 22.765, 30.339)
C (2.235, 18.696, 31.907)
C (1.415, 19.980, 32.090)
O (1.208, 20.710, 30.846)
H (3.220, 19.081, 31.641)
H (1.917, 18.053, 31.087)
H (2.282, 18.104, 32.821)
H (1.932, 20.729, 32.689)
H (0.453, 19.860, 32.588)
H (0.803, 21.522, 31.158)
C (-1.528, 21.253, 35.594)
C (-1.566, 22.138, 34.309)
O (-0.237, 22.636, 34.022)
H (-0.665, 20.589, 35.546)
H (-2.408, 20.736, 35.977)
H (-1.171, 21.869, 36.419)
H (-2.394, 22.844, 34.368)
H (-1.773, 21.572, 33.401)
H (-0.107, 22.663, 33.072)

Cartesian forces (eV/Å) of the 2 atoms listed first:
0.0 0.9 1.6
-0.4 -0.6 -0.6

**E_HOMO**: -6.38 eV
**Energy**: -33111.3163 eV
**Energy relative to the best compared isomer or geometry (same formula, charge and spin)**: 69.03 kcal per mole
**Net charge**: -1
**Orbital gap**: 0.3384 Ha